A structure of composition C6H11N2O at a distorted geometry, computed with the ωB97M-V functional and the def2-TZVPD basis.

## Properties
Net charge: +1
Energy relative to the best compared isomer or geometry (same formula, charge and spin): 76.8 kcal per mole
Calculated total energy: -419.63448 a.u.
Largest force on an atom: 6.2 eV/Å
Highest occupied orbital energy: -12.13 eV
Frontier orbital gap: 0.3106 Ha

```
20
Properties=species:S:1:pos:R:3:forces:R:3:mulliken_charge:R:1
C 2.755384 -0.558301 0.385270 -0.8 1.9 -1.5 -0.674
C 1.417731 -0.919787 0.591948 0.0 -0.6 0.5 -0.303
C 2.733346 0.608697 -0.364076 1.7 -0.7 -0.1 -0.444
C 0.704631 -0.021257 -0.153041 -6.0 -0.2 1.5 0.193
C -2.013245 0.253005 -1.216278 2.9 2.5 -0.7 -1.408
C -1.230718 0.273642 0.073224 4.3 0.9 -1.8 0.401
N 1.462195 0.967690 -0.709763 -0.4 -1.2 0.9 -0.054
N -1.701945 -0.857312 0.889165 0.9 -1.8 3.6 -0.354
O -1.256268 1.518402 0.656717 -2.4 -0.8 -1.1 -0.493
H 3.575322 -1.198823 0.494009 1.2 -0.4 0.6 0.423
H 1.218316 -1.730885 1.318034 -0.7 0.5 -1.0 0.276
H 3.612627 1.024957 -0.805175 0.1 0.6 -0.2 0.394
H -2.918940 0.811461 -1.128596 -0.6 0.5 0.0 0.400
H -1.283967 0.700815 -1.977495 -1.4 -0.1 0.9 0.296
H -2.183378 -0.673463 -1.638540 -0.5 -2.3 -0.4 0.487
H 1.078533 1.838551 -1.059238 0.5 -0.3 -0.1 0.266
H -1.348928 -0.827038 1.944522 -0.5 -0.2 -2.8 0.396
H -2.703404 -1.088609 0.968575 -0.1 0.9 -0.3 0.358
H -1.314467 -1.693609 0.414085 0.2 0.3 0.6 0.396
H -0.602827 1.571866 1.316650 1.5 0.2 1.4 0.444
```
Positions in Å, forces in eV/Å.